Entry from the Open Molecules 2025 dataset: a 2-piece molecular cluster, C5H14 overall in a non-equilibrium geometry (ωB97M-V/def2-TZVPD).

Calculated values
SMILES: CCC.CC
Orbital gap (Ha): 0.4347
LUMO energy (eV): 1.059
Energy above the lowest of the compared OMol25 structures with the same formula, charge and spin (kcal/mol): 60.09
Calculated total energy (eV): -5409.4437
HOMO (eV): -10.77
Total charge: 0

Each line ends with the natural charge from an NBO analysis.
Atoms and positions in Å:
C -1.454 -0.964 -2.533  -0.61
C -0.797 -0.703 -1.233  -0.38
C 0.652 -1.258 -1.490  -0.63
H -2.509 -0.642 -2.484  0.20
H -1.003 -0.530 -3.329  0.20
H -1.574 -2.130 -2.477  0.20
H -1.356 -1.468 -0.476  0.20
H -0.802 0.518 -0.997  0.20
H 0.925 -0.559 -2.249  0.20
H 0.609 -2.184 -2.136  0.21
H 1.254 -1.166 -0.541  0.22
C 0.257 0.924 2.673  -0.63
C 1.364 1.929 2.507  -0.64
H 0.457 0.293 3.618  0.21
H -0.811 1.361 2.754  0.20
H -0.084 0.444 1.788  0.22
H 1.659 1.968 1.431  0.20
H 0.841 2.914 2.570  0.22
H 2.260 1.616 2.989  0.22